DFT (ωB97M-V/def2-TZVPD) results for C8H8Cl2O2S in the gas phase in a non-equilibrium geometry.

The geometry in XYZ format:
```
21
Properties=species:S:1:pos:R:3:forces:R:3
H -0.986438 -0.621347 0.777150 -0.56 -0.44 -0.63
C 1.502194 2.684683 1.964034 -1.35 -1.86 -1.73
C 0.763728 -1.526080 -1.249110 -1.84 -0.32 0.01
O -3.621599 0.199054 -2.493804 0.18 -0.15 -0.29
H 0.750436 3.153457 2.601328 0.15 0.27 -0.29
H 2.059123 -1.037336 0.348973 -1.43 -0.05 -0.69
H -1.303064 0.353021 -1.407565 0.15 -2.06 -0.99
H -3.173905 -1.724370 -2.735264 -0.77 -1.72 -0.95
C -0.552200 -1.676536 -1.916220 -0.73 1.16 0.46
Cl -1.206103 1.008015 2.681168 0.35 0.04 -0.08
H 2.375882 3.280785 1.738483 0.22 -0.12 0.31
C 0.061403 -0.429677 0.885010 -1.30 -1.79 -2.18
C 0.218754 0.433353 1.815212 1.26 1.92 4.25
H 1.008643 2.220856 1.022760 0.95 2.12 1.06
S 1.766131 1.041665 2.755274 -1.64 -0.03 -0.23
Cl -0.727163 -3.299656 -2.687563 -0.18 1.54 0.51
O 2.928489 0.362607 2.196448 0.77 -0.22 -0.60
C -2.874366 -0.749090 -2.498022 1.37 1.36 1.65
H 1.509658 -1.946814 -1.855682 1.39 -0.45 -0.27
C -1.482668 -0.676486 -1.917333 0.02 0.51 0.09
C 0.983065 -1.050104 -0.025277 2.98 0.30 0.60
```
Positions in Å, forces in eV/Å.

Values from the calculation:
LUMO	-0.7	eV
HOMO energy	-0.3436	Ha
gap between HOMO and LUMO	8.60	eV
strongest force on any atom	4.83	eV/Å
ΔE to the lowest compared entry with this formula, charge and spin	22.09	kcal/mol
multiplicity	1